1.
A gas-phase ion, C4H10NS (charge -1) at a distorted geometry, computed with the ωB97M-V functional and the def2-TZVPD basis.

energy above the lowest of the compared OMol25 structures with the same formula, charge and spin = 3.3 kcal/mol
electronic energy = -16635.9697 eV
frontier orbital gap = 5.86 eV
total charge = -1
LUMO level = 3.6 eV
structure (SMILES) = CCNCC[S-]

```
16
Properties=species:S:1:pos:R:3:forces:R:3:mulliken_charge:R:1
C 0.905 0.684 0.227 -0.4 -0.6 0.4 -0.563
H 0.808 1.564 -0.409 0.1 0.4 0.1 0.234
H -3.386 -0.096 -1.691 0.0 0.1 0.1 0.282
H -1.711 -0.885 0.731 -0.2 0.1 0.2 0.333
H 0.180 0.737 1.047 -0.1 0.3 -0.2 0.116
H -1.885 0.797 0.316 0.3 0.4 -0.2 0.269
H -3.424 -1.576 -0.746 0.0 -0.1 -0.1 0.286
H -4.105 -0.112 -0.055 0.1 0.1 -0.1 0.343
C 0.504 -0.525 -0.616 -0.1 0.1 0.1 -0.652
H 0.662 -1.411 -0.006 0.2 -0.2 0.0 0.307
C -1.902 -0.203 -0.106 -0.4 -1.2 0.2 -0.401
H -0.968 0.145 -1.828 0.0 -0.2 -0.1 0.287
C -3.291 -0.497 -0.678 0.0 -0.2 0.1 -1.093
N -0.900 -0.567 -1.100 0.2 1.2 -0.3 -0.416
H 1.148 -0.565 -1.501 0.0 -0.3 0.1 0.330
S 2.520 0.499 1.039 0.2 0.1 -0.3 -0.661
```
Forces are in eV/Å.



2.
A gas-phase ion, C4H10NS (charge +1) at a distorted geometry, computed with the ωB97M-V functional and the def2-TZVPD basis.

energy above the lowest of the compared OMol25 structures with the same formula, charge and spin = 54.3 kcal/mol
electronic energy = -16626.6101 eV
frontier orbital gap = 10.08 eV
total charge = +1
LUMO level = -3.5 eV
structure (SMILES) = CS[C@H]1[NH2+][C@@H]1C

```
16
Properties=species:S:1:pos:R:3:forces:R:3:mulliken_charge:R:1
H -0.835 -1.546 1.388 0.6 1.0 -2.0 0.355
C 0.318 -0.057 -0.036 -1.2 2.5 0.4 -0.076
H 0.101 0.994 -0.510 0.5 -2.1 1.0 0.323
H -2.440 0.042 -0.569 -1.1 0.4 1.8 0.216
H 4.123 -0.207 -0.152 -0.9 0.5 0.0 0.318
N -0.280 -1.120 -0.804 -2.6 -2.4 -2.6 -0.273
S 1.926 -0.342 0.678 -0.4 -0.2 0.1 0.011
C 3.131 0.026 -0.628 1.2 -1.8 1.4 -0.876
H -2.977 -1.041 0.925 0.1 1.3 -0.6 0.318
H 0.276 -2.048 -0.911 -1.3 2.0 0.0 0.378
H 3.121 1.023 -0.927 -0.1 1.6 -0.6 0.336
C -2.317 -0.215 0.541 0.6 -2.1 -2.7 -0.854
H -1.025 -0.825 -1.596 2.7 -1.2 1.7 0.370
C -0.959 -0.817 0.495 3.4 -0.7 2.4 -0.191
H 3.165 -0.683 -1.430 -0.7 -0.3 -0.7 0.340
H -2.176 0.576 1.215 -0.7 1.5 0.7 0.305
```
Forces are in eV/Å.



3.
A molecular structure, C4H10NS at a distorted geometry, computed with the ωB97M-V functional and the def2-TZVPD basis.

energy above the lowest of the compared OMol25 structures with the same formula, charge and spin = 76.6 kcal/mol
electronic energy = -16625.6448 eV
frontier orbital gap = 9.25 eV
total charge = +1
LUMO level = -3.4 eV

```
16
Properties=species:S:1:pos:R:3:forces:R:3:mulliken_charge:R:1
H 2.182 -1.713 -0.165 0.9 0.0 0.2 0.425
C -1.237 0.166 0.109 2.5 -2.2 -1.4 -0.660
H -0.627 0.196 -2.028 0.4 -0.3 0.3 0.280
H -1.564 1.578 1.268 -0.4 1.9 -0.1 0.361
S 1.607 1.150 -0.044 0.7 0.2 -0.1 -0.329
H -0.319 1.963 0.071 -0.2 0.3 1.0 0.225
H 0.681 -2.359 0.014 -0.8 -1.2 0.5 0.360
H -1.857 -0.562 0.645 0.2 1.1 0.3 0.398
H -1.886 2.018 -0.438 -1.8 1.2 -0.5 0.344
H 1.379 -1.436 1.421 0.1 -0.2 0.4 0.404
C -0.522 -0.405 -1.105 -0.5 3.7 -1.0 -0.602
H -0.706 -1.392 -1.307 -1.1 -2.3 -0.5 0.363
C 1.257 -1.539 0.359 0.0 -0.1 -1.1 -1.426
C 0.682 -0.361 -0.298 -0.8 2.7 3.0 0.676
H 2.246 1.025 1.218 -1.1 -0.4 -1.3 0.237
N -1.316 1.672 0.281 1.9 -4.4 0.4 -0.056
```
Forces are in eV/Å.